Computed, not measured: a molecular structure, C50H61BN9OPS3W at a distorted geometry, with ωB97M-V/def2-TZVPD.

```
127
Properties=species:S:1:pos:R:3
W 2.038 -0.278 1.703
C -3.457 2.170 1.548
C -3.232 1.453 0.251
C -4.151 1.356 -0.770
C -3.880 0.680 -1.990
N -2.711 0.089 -2.197
N -1.839 0.215 -1.216
B -0.458 -0.449 -0.909
N 0.653 -0.258 -1.945
N 0.152 -0.743 -3.087
C 0.820 -0.572 -4.204
C 2.052 0.114 -4.174
C 2.579 0.591 -3.005
C 3.898 1.311 -2.981
C 1.829 0.367 -1.826
S 2.536 0.986 -0.336
C 0.162 -1.079 -5.480
C -0.450 -2.466 -5.241
C 1.169 -1.146 -6.631
C -0.955 -0.072 -5.822
N -0.719 -1.938 -0.487
N -2.012 -2.285 -0.524
C -2.345 -3.537 -0.303
C -1.343 -4.509 -0.116
C -0.033 -4.147 0.029
C 1.031 -5.174 0.322
C 0.245 -2.772 -0.105
S 1.859 -2.160 0.189
C -3.815 -3.906 -0.259
C -4.697 -2.662 -0.305
C -4.128 -4.814 -1.460
C -4.074 -4.668 1.055
C -2.034 0.832 -0.064
S -0.377 0.786 0.581
C -4.895 0.682 -3.124
C -4.601 -0.418 -4.148
C -6.313 0.492 -2.555
C -4.793 2.059 -3.811
H -4.370 2.760 1.516
H -2.619 2.835 1.775
H -3.538 1.455 2.372
H -5.114 1.839 -0.648
H 2.601 0.260 -5.096
H 4.311 1.377 -3.984
H 4.617 0.792 -2.344
H 3.785 2.325 -2.588
H 0.326 -3.209 -5.032
H -0.979 -2.781 -6.142
H -1.161 -2.453 -4.413
H 2.033 -1.772 -6.385
H 1.519 -0.156 -6.938
H 0.682 -1.592 -7.499
H -1.677 -0.005 -5.004
H -1.476 -0.404 -6.723
H -0.548 0.925 -6.019
H -1.615 -5.559 -0.057
H 0.925 -6.018 -0.361
H 0.913 -5.566 1.335
H 2.040 -4.781 0.217
H -4.546 -2.106 -1.230
H -4.497 -1.994 0.539
H -5.743 -2.968 -0.254
H -4.025 -4.273 -2.405
H -5.156 -5.171 -1.380
H -3.479 -5.695 -1.493
H -3.738 -4.098 1.927
H -3.585 -5.647 1.067
H -5.146 -4.842 1.162
H -4.686 -1.414 -3.703
H -3.605 -0.321 -4.580
H -5.331 -0.349 -4.955
H -6.373 -0.369 -1.882
H -7.003 0.313 -3.381
H -6.675 1.378 -2.028
H -3.806 2.206 -4.257
H -4.987 2.876 -3.109
H -5.540 2.121 -4.606
O 1.657 -1.861 3.584
N 2.117 -0.541 3.739
C 2.614 -0.147 4.858
C 3.138 1.158 5.094
C 3.757 1.346 6.335
C 4.298 2.575 6.671
C 4.208 3.617 5.764
C 3.573 3.445 4.525
C 3.035 2.227 4.172
P 1.955 2.075 2.696
C 0.345 2.421 3.498
C -0.600 1.438 3.805
C -1.731 1.753 4.544
C -1.939 3.057 4.976
C -1.011 4.044 4.673
C 0.128 3.728 3.946
C 2.348 3.445 1.604
C 3.685 3.792 1.384
C 4.001 4.808 0.495
C 2.987 5.474 -0.184
C 1.659 5.120 0.021
C 1.335 4.107 0.912
H 2.123 -2.447 4.203
H 2.655 -0.866 5.674
H 3.820 0.519 7.036
H 4.777 2.718 7.631
H 4.622 4.587 6.015
H 3.502 4.290 3.853
H -0.479 0.422 3.485
H -2.448 0.979 4.791
H -2.822 3.300 5.554
H -1.165 5.061 5.016
H 0.856 4.505 3.740
H 4.482 3.302 1.931
H 5.036 5.093 0.344
H 3.234 6.282 -0.863
H 0.873 5.646 -0.507
H 0.297 3.843 1.077
C 4.389 -3.228 2.277
C 4.850 -1.832 2.038
N 4.134 -0.711 1.842
C 5.053 0.340 1.679
C 6.300 -0.152 1.775
N 6.144 -1.505 2.001
H 3.313 -3.304 2.196
H 4.710 -3.577 3.262
H 4.830 -3.901 1.539
H 4.741 1.342 1.468
H 7.265 0.327 1.705
H 6.902 -2.165 2.109
```

Output
- F_max (eV/A) = 2.14
- net charge = +4
- HOMO (eV) = -18.001
- Kohn-Sham gap (eV) = 5.79
- energy above the lowest of the compared OMol25 structures with the same formula, charge and spin (kcal/mol) = 25.6

---

Computed, not measured: 2 unconnected molecules or ions with the total composition C5H7N4 at a distorted geometry, with ωB97M-V/def2-TZVPD.

```
16
Properties=species:S:1:pos:R:3
C -2.304 1.082 -1.306
C 1.380 1.146 0.470
C 0.298 -1.166 -0.153
C -0.318 -0.387 0.906
C 1.366 -0.461 -0.862
N -1.846 0.511 -0.432
N 1.335 0.967 -0.958
N 2.404 0.331 -0.183
N 0.304 0.644 1.285
H -2.795 1.811 -1.955
H 1.834 2.005 0.849
H 0.509 -2.245 0.042
H -0.510 -1.379 -0.781
H -1.157 -0.664 1.510
H 1.717 -1.131 -1.599
H 0.123 1.085 2.181
```

Output
- F_max (eV/A) = 2.33
- net charge = +1
- HOMO (eV) = -13.890
- Kohn-Sham gap (eV) = 9.61
- energy above the lowest of the compared OMol25 structures with the same formula, charge and spin (kcal/mol) = 82.3